Density functional theory data (ωB97M-V/def2-TZVPD) for a molecular structure, C5H9N2 at a distorted geometry.

* frontier orbital gap: 9.00 eV
* total charge: +1
* multiplicity: 1
* E_LUMO: -4.31 eV

Geometry as XYZ:
```
16
C5H9N2, DFT ωB97M-V/def2-TZVPD
C 0.3124 0.2203 0.5649
C -2.2876 1.4719 -0.4313
C 1.7093 0.4426 -0.0838
C -1.1855 0.7163 -0.5980
C 1.3361 -2.1097 0.4196
N -3.1158 2.2326 -0.0988
N 0.9618 -0.7561 -0.0210
H 1.7710 0.8975 -1.0831
H 2.5159 0.6192 0.5956
H -1.3623 -0.3220 -0.5598
H -0.7457 1.0751 -1.4964
H -0.2107 0.3076 1.4620
H 0.8246 -2.4728 1.2998
H 2.3737 -2.2641 0.4986
H 1.0118 -2.8220 -0.3791
H -3.9091 2.7635 -0.0891
```

Density functional theory data (ωB97M-V/def2-TZVPD) for a molecular structure, C4H8Br2O2 at a distorted geometry.

* frontier orbital gap: 10.35 eV
* multiplicity: 1
* E_LUMO: 0.51 eV

Geometry as XYZ:
```
16
C4H8Br2O2, DFT ωB97M-V/def2-TZVPD
C 1.3837 0.8153 -0.1937
C 0.6806 -1.5015 0.1268
C -1.2494 0.4196 0.3349
C 0.2913 -0.1215 -0.5712
O -1.0194 0.3341 1.6783
O -0.2351 -0.1681 -1.9245
Br -1.8519 2.0955 -0.3373
Br -2.8689 -0.7430 0.2229
H 1.5222 0.4174 0.7831
H 0.9738 1.7822 -0.0821
H 2.1832 0.9226 -0.9504
H 1.3354 -2.1512 -0.4705
H -0.3842 -2.0231 0.0622
H 1.1275 -1.3630 1.0989
H -1.8002 0.5327 2.2641
H -0.0887 0.7520 -2.0415
```

Density functional theory data (ωB97M-V/def2-TZVPD) for a single C5H10N2O molecule at a distorted geometry.

* frontier orbital gap: 9.45 eV
* multiplicity: 1
* E_LUMO: 0.66 eV
* SMILES: [H]/N=C\NCCCC=O

Geometry as XYZ:
```
18
C5H10N2O, DFT ωB97M-V/def2-TZVPD
O 1.7178 0.2645 -1.9267
C 0.8905 -0.6099 -1.9151
C 0.7274 -1.5846 -0.7913
C -0.5752 -1.3097 -0.0166
C -0.4527 -0.3214 1.1478
N -0.5916 3.1975 0.5213
C -0.4744 2.1253 1.1740
N 0.1057 0.9576 0.7514
H 0.2208 -0.7469 -2.7882
H 0.8384 -2.6464 -1.0207
H 1.5367 -1.4981 -0.0677
H -1.0332 -2.1874 0.3747
H -1.3412 -0.8714 -0.6712
H -1.4589 -0.1904 1.5354
H 0.1862 -0.7358 1.9365
H -0.1936 3.1741 -0.4105
H -0.8388 2.0825 2.1981
H 0.7361 0.9006 -0.0312
```

Density functional theory data (ωB97M-V/def2-TZVPD) for a molecular structure, C17H18AlBr4ClF3N3O8P at a distorted geometry.

* frontier orbital gap: 4.25 eV
* total charge: -1
* multiplicity: 1
* E_LUMO: -0.71 eV

Geometry as XYZ:
```
56
C17H18AlBr4ClF3N3O8P, DFT ωB97M-V/def2-TZVPD
O -4.0983 -0.7478 -0.9018
C -3.0571 -0.2972 -0.7149
N -2.1023 0.3910 -0.3277
C -1.1867 -0.3367 0.5602
C -2.0208 -0.8104 1.7800
N -1.1422 -1.0113 2.9938
C 0.2073 -1.4551 2.5597
C 0.8764 -0.2328 1.8718
C 2.1193 -0.7286 1.0815
C 1.8322 -1.4028 -0.2565
O 1.9912 -0.8096 -1.2564
Cl 1.2262 -3.0865 -0.3442
N -0.1482 0.4900 1.1155
C 0.2789 1.4971 0.1766
C -0.6895 2.6654 0.4726
C -0.7605 3.0069 1.9703
F -1.3483 2.0445 2.7315
Br -2.0219 4.5632 2.1233
C 0.6113 3.4549 2.5836
F 1.0565 2.5194 3.4373
F 1.5155 3.7748 1.6711
Br 0.3738 5.0831 3.6994
H -0.8444 -1.2306 0.0060
H -2.8002 -0.0019 2.0548
H -2.4881 -1.7802 1.5730
H -1.0149 -0.0914 3.4263
H -1.6029 -1.6759 3.6098
H 0.7623 -1.7589 3.4561
H 0.1569 -2.3370 1.9178
H 1.2029 0.4265 2.6874
H 2.7895 0.1143 0.9058
H 2.6839 -1.4417 1.7014
H 0.0879 1.1922 -0.8616
H 1.3079 1.8559 0.2414
H -0.4256 3.5466 -0.1248
H -1.7007 2.3959 0.1447
Br -4.5511 1.1237 1.7793
C 4.9990 -3.7659 -4.8377
C 5.9525 -2.9968 -5.3566
C 6.0687 -1.5626 -4.9920
O 6.9374 -0.8622 -5.4668
C 5.0832 -1.0204 -4.0252
C 4.1291 -1.7896 -3.5055
C 4.0134 -3.2209 -3.8723
O 3.1419 -3.9145 -3.3943
H 4.8965 -4.8134 -5.0917
H 6.6814 -3.3746 -6.0624
H 5.1860 0.0267 -3.7700
H 3.4002 -1.4151 -2.7940
Al -3.9831 3.3975 0.7166
Br -3.0614 7.1175 2.4049
O -7.3569 -0.7547 1.2723
P -8.1065 -0.1458 0.0903
O -7.2751 0.9727 -0.5301
O -9.4365 0.4344 0.5627
O -8.3604 -1.2380 -0.9462
```

Density functional theory data (ωB97M-V/def2-TZVPD) for 3 unconnected molecules or ions with the total composition C22H49FNO11P2 at a distorted geometry.

* frontier orbital gap: 6.32 eV
* total charge: -1
* multiplicity: 1
* E_LUMO: 1.95 eV

Geometry as XYZ:
```
86
C22H49FNO11P2, DFT ωB97M-V/def2-TZVPD
C -0.1957 1.5629 -2.0513
C -0.6463 0.5743 -0.9825
F -2.0394 0.6083 -0.8238
C 0.0938 0.7133 0.3597
N 1.1744 -0.2648 0.4247
C 0.9852 -1.3610 1.3827
C -0.4118 -2.0082 1.3191
C 2.0342 -2.4369 0.9999
C 1.9930 -2.9019 -0.4718
C 1.3361 -4.2891 -0.7075
C 0.2626 -4.3026 -1.7927
O -0.6610 -3.2224 -1.6914
C 1.3292 -0.8938 2.8265
O 0.6326 0.0015 3.3734
O 2.3310 -1.3809 3.4015
H 0.8133 1.9040 -1.8237
H -0.8838 2.4009 -2.1679
H -0.1273 1.0703 -3.0236
H -0.3936 -0.4199 -1.3539
H 0.5374 1.7126 0.3809
H -0.5901 0.6681 1.2071
H 2.0577 0.1947 0.5873
H -1.0121 -1.6752 0.4759
H -0.9180 -1.8504 2.2714
H -0.2943 -3.0872 1.2177
H 1.9160 -3.3019 1.6522
H 3.0236 -2.0263 1.1912
H 3.0181 -2.9807 -0.8414
H 1.4922 -2.1850 -1.1212
H 2.1302 -4.9966 -0.9631
H 0.8993 -4.6661 0.2210
H 0.6952 -4.2563 -2.7926
H -0.2849 -5.2473 -1.6965
H -1.3534 -3.4884 -1.0827
O 0.1109 -2.3385 8.5743
P -1.2771 -2.0721 8.1735
O -2.2253 -3.3110 8.5751
C -2.3840 -3.6534 9.9506
C -3.2182 -2.6459 10.7223
O -1.3472 -2.1827 6.5817
C -0.1608 -2.2972 5.7670
C 0.1691 -3.7436 5.4703
O -2.3415 -0.8849 8.2809
C -1.8528 0.4780 8.3318
C -1.1687 0.9050 7.0465
H -1.3998 -3.7762 10.4127
H -2.8763 -4.6260 9.9621
H -2.7056 -1.6866 10.8047
H -3.4181 -3.0112 11.7311
H -4.1658 -2.4642 10.2152
H 0.6778 -1.7884 6.2364
H -0.3634 -1.7647 4.8393
H 0.1349 -4.3550 6.3745
H 1.1607 -3.8131 5.0227
H -0.5578 -4.1652 4.7717
H -1.1769 0.5879 9.1842
H -2.7254 1.1006 8.5242
H -0.2229 0.3828 6.8971
H -0.9586 1.9747 7.0749
H -1.7945 0.6877 6.1826
O 0.8293 5.5107 -7.5119
P 0.5405 4.0728 -7.5942
O 0.2579 3.4375 -6.1632
C -0.8831 3.8686 -5.4015
C -2.1901 3.3708 -5.9873
O 1.9546 3.3505 -7.9139
C 3.1256 4.1078 -8.2099
C 3.9539 4.3559 -6.9650
O -0.3263 3.1005 -8.5135
C -0.6527 3.4994 -9.8626
C 0.5674 3.5980 -10.7562
H -0.8791 4.9585 -5.3199
H -0.7460 3.4626 -4.4015
H -2.3936 3.8318 -6.9561
H -3.0186 3.6070 -5.3193
H -2.1546 2.2929 -6.1421
H 2.8638 5.0470 -8.6985
H 3.6995 3.5192 -8.9289
H 3.3312 4.7110 -6.1447
H 4.7351 5.0917 -7.1620
H 4.4285 3.4318 -6.6326
H -1.1911 4.4498 -9.8395
H -1.3388 2.7440 -10.2403
H 1.2044 4.4363 -10.4681
H 0.2600 3.7482 -11.7916
H 1.1665 2.6907 -10.6881
```